Formula: C42H85F9O21
Source: the OMol25 dataset
Level of theory: the ωB97M-V functional and the def2-TZVPD basis

```
157
C42H85F9O21 | the OMol25 dataset | the ωB97M-V functional and the def2-TZVPD basis
C 2.302 9.158 10.357
C 1.911 7.984 11.266
O 2.310 6.719 10.750
C 1.799 6.216 9.610
O 1.068 6.862 8.851
C 2.356 4.831 9.206
F 3.236 5.032 8.230
F 2.971 4.173 10.204
F 1.388 4.045 8.715
H 1.795 9.138 9.392
H 3.375 9.345 10.325
H 1.918 10.034 10.880
H 0.849 7.917 11.504
H 2.378 8.182 12.231
C 7.058 -0.912 -5.578
C 7.432 -0.952 -4.034
O 8.774 -1.379 -3.851
C 9.758 -0.532 -4.061
O 9.688 0.695 -4.151
C 11.163 -1.138 -4.044
F 11.699 -0.899 -2.842
F 11.174 -2.472 -4.235
F 11.996 -0.606 -4.951
H 7.800 -0.346 -6.141
H 6.100 -0.412 -5.724
H 6.995 -1.942 -5.930
H 6.835 -1.702 -3.515
H 7.213 -0.046 -3.469
C -1.029 7.184 -2.049
C -1.869 6.462 -0.997
O -1.719 7.094 0.235
C -2.241 6.481 1.346
O -2.798 5.388 1.446
C -2.058 7.448 2.546
F -1.481 6.821 3.606
F -1.367 8.524 2.303
F -3.262 7.916 3.027
H 0.013 7.031 -1.768
H -1.344 8.227 -2.058
H -1.164 6.729 -3.031
H -1.565 5.419 -0.915
H -2.893 6.571 -1.355
C 4.386 -5.725 -4.165
O 3.918 -7.055 -3.860
C 4.698 -7.954 -3.097
C 6.166 -8.291 -3.652
O 6.867 -7.106 -3.361
C 8.044 -7.022 -4.138
C 9.046 -8.255 -4.270
O 8.361 -9.426 -4.700
C 9.233 -10.513 -5.094
H 5.314 -5.799 -4.731
H 4.504 -5.214 -3.209
H 3.609 -5.311 -4.807
H 4.217 -8.924 -2.975
H 4.829 -7.595 -2.076
H 6.093 -8.543 -4.710
H 6.505 -9.192 -3.139
H 8.554 -6.142 -3.748
H 7.722 -6.769 -5.149
H 9.439 -8.433 -3.269
H 9.805 -8.008 -5.012
H 8.623 -11.409 -5.210
H 9.971 -10.740 -4.324
H 9.735 -10.239 -6.022
C -0.305 -5.181 -0.383
O -1.341 -4.814 0.488
C -1.112 -3.604 1.290
C -0.084 -3.687 2.392
O 1.239 -3.388 1.930
C 2.288 -3.878 2.714
C 3.583 -4.082 1.821
O 4.172 -2.989 1.197
C 4.125 -1.884 2.051
H 0.073 -4.297 -0.897
H -0.822 -5.824 -1.096
H 0.485 -5.776 0.075
H -2.100 -3.423 1.713
H -0.869 -2.676 0.773
H -0.042 -4.680 2.841
H -0.355 -2.981 3.177
H 2.055 -4.873 3.093
H 2.394 -3.226 3.580
H 3.318 -4.769 1.018
H 4.340 -4.545 2.454
H 3.135 -1.450 2.192
H 4.616 -1.057 1.540
H 4.570 -2.103 3.022
C 1.335 1.400 -4.866
O 0.451 0.941 -3.845
C 1.174 0.329 -2.708
C 1.711 1.339 -1.725
O 2.902 2.031 -2.262
C 3.185 3.300 -1.745
C 3.228 3.446 -0.180
O 1.925 3.477 0.322
C 1.813 3.363 1.741
H 0.631 1.559 -5.683
H 2.103 0.630 -4.935
H 1.828 2.346 -4.643
H 1.941 -0.375 -3.029
H 0.385 -0.235 -2.210
H 2.111 0.770 -0.886
H 0.860 1.972 -1.476
H 2.513 4.068 -2.129
H 4.149 3.661 -2.102
H 3.715 4.343 0.204
H 3.779 2.597 0.223
H 2.166 4.234 2.293
H 2.143 2.433 2.203
H 0.751 3.453 1.966
C -5.334 1.358 -3.374
O -6.694 1.455 -3.082
C -7.303 2.570 -3.748
C -8.843 2.413 -3.623
O -9.294 1.261 -4.268
C -10.703 1.049 -4.138
C -11.121 -0.025 -5.209
O -11.042 0.524 -6.527
C -11.272 -0.403 -7.550
H -4.909 2.322 -3.653
H -5.150 0.521 -4.048
H -4.833 1.172 -2.423
H -7.048 2.609 -4.806
H -7.181 3.512 -3.212
H -9.317 3.311 -4.018
H -9.076 2.401 -2.559
H -11.330 1.931 -4.264
H -10.900 0.547 -3.191
H -12.129 -0.413 -5.072
H -10.497 -0.918 -5.193
H -11.482 0.174 -8.451
H -12.103 -1.044 -7.253
H -10.416 -1.035 -7.785
C -3.781 0.682 4.511
O -4.834 -0.206 4.405
C -5.651 -0.027 3.249
C -6.671 1.127 3.410
O -7.672 0.779 4.408
C -7.201 0.304 5.639
C -8.289 0.472 6.738
O -9.252 -0.533 6.425
C -10.369 -0.411 7.201
H -4.133 1.686 4.749
H -3.201 0.728 3.590
H -3.067 0.526 5.320
H -6.180 -0.969 3.102
H -5.018 0.163 2.382
H -7.201 1.231 2.463
H -6.179 2.066 3.662
H -6.246 0.731 5.948
H -6.949 -0.749 5.513
H -8.633 1.505 6.681
H -7.793 0.326 7.698
H -11.109 -1.011 6.671
H -10.831 0.564 7.358
H -10.123 -0.793 8.192
```

## Properties
Kohn-Sham gap: 9.3 eV
SMILES: CCOC(=O)C(F)(F)F.CCOC(=O)C(F)(F)F.CCOC(=O)C(F)(F)F.COCCOCCOC.COCCOCCOC.COCCOCCOC.COCCOCCOC.COCCOCCOC
ΔE to the lowest compared entry with this formula, charge and spin: 75.32 kcal per mole
Lowest unoccupied orbital energy: 0.2 eV
Highest occupied orbital energy: -9.130 eV
DFT total energy: -4129.726044 a.u.

Formula: C5H11NO
Source: the OMol25 dataset
Level of theory: the ωB97M-V functional and the def2-TZVPD basis

```
18
C5H11NO | the OMol25 dataset | the ωB97M-V functional and the def2-TZVPD basis
C 1.085 -1.819 -0.527
C -0.020 -1.347 -1.102
C -1.091 -0.494 -0.329
N -0.752 0.579 0.649
C -1.608 1.621 0.982
C -2.606 1.959 0.161
H 1.781 -2.538 -1.203
H 1.551 -1.912 0.525
H -0.314 -1.501 -2.135
H -1.988 -0.115 -0.953
H -1.631 -1.184 0.327
H 0.130 0.919 0.643
H -1.393 1.840 2.045
H -2.754 1.815 -1.013
H -3.358 2.614 0.497
O 3.980 -0.288 0.639
H 4.689 0.360 1.058
H 4.299 -0.509 -0.267
```

## Properties
Kohn-Sham gap: 8.6 eV
SMILES: C=CCNC=C.O
ΔE to the lowest compared entry with this formula, charge and spin: 103.63 kcal per mole
Lowest unoccupied orbital energy: 0.7 eV
Highest occupied orbital energy: -7.908 eV
DFT total energy: -326.966200 a.u.

Formula: C6H9N2
Source: the OMol25 dataset
Level of theory: the ωB97M-V functional and the def2-TZVPD basis

```
17
C6H9N2 | the OMol25 dataset | the ωB97M-V functional and the def2-TZVPD basis
C -1.138 1.022 -0.340
C 1.267 -0.422 0.234
C 0.043 -0.020 0.597
C -0.499 -0.112 -0.735
C -1.310 1.542 2.339
C 1.036 -2.067 -1.538
N -0.857 0.845 1.069
N 0.878 -0.684 -1.174
H -2.232 2.530 -1.116
H 2.163 -0.521 0.673
H -1.704 2.575 2.249
H -2.037 0.912 2.926
H -0.362 1.484 2.935
H 0.237 -2.483 -0.967
H 0.928 -2.162 -2.563
H 2.001 -2.341 -1.103
H 1.205 0.012 -1.817
```

## Properties
Kohn-Sham gap (alpha / beta): 8.1 / 8.2 eV
ΔE to the lowest compared entry with this formula, charge and spin: 280.51 kcal per mole
Lowest unoccupied orbital energy (alpha / beta): -5.3 / -5.2 eV
Highest occupied orbital energy (alpha / beta): -13.343 / -13.345 eV
DFT total energy: -342.874465 a.u.
Total charge: +1

- Which formula does entry 2 have?
  C5H11NO